Density functional theory data (ωB97M-V/def2-TZVPD) for a cluster of 6 separate species, C17H34FO23PS6 in total.

Structure (XYZ):
```
82
Properties=species:S:1:pos:R:3
S 6.07 1.45 -2.94
S 3.90 -4.95 -1.73
S -4.91 -2.38 3.87
S -4.49 -2.56 -2.37
S 3.23 3.01 -0.14
S -1.59 4.35 4.17
P -1.45 -1.36 -2.93
F -1.36 3.27 -1.39
O 4.55 3.27 0.34
O -0.56 4.22 5.13
O 2.51 1.97 0.84
O -5.25 -1.57 2.76
O 5.84 2.28 -4.07
O -3.00 4.26 4.91
O -1.61 5.42 3.23
O 3.00 2.58 -1.46
O -5.81 -2.59 4.94
O 6.72 0.06 -3.43
O -2.33 0.26 0.95
O 2.57 -4.10 -1.91
O -3.52 -1.85 4.46
O 3.97 -5.90 -2.78
O 4.93 -3.77 -2.00
O 2.32 4.28 0.22
O -1.71 2.98 3.34
O -1.26 -1.29 -0.22
O 4.04 -5.36 -0.37
O -4.38 -3.80 3.36
O 5.06 1.16 -2.00
O 0.03 -1.27 -3.03
O 7.36 2.00 -2.18
C -5.20 0.21 -2.48
C -2.95 -3.87 3.44
C 8.30 0.94 -1.97
C -1.55 0.01 0.09
C 4.24 -2.60 -2.48
C -0.78 1.08 -0.63
C -1.63 1.91 -1.61
C -2.84 2.21 3.79
C -3.82 3.27 4.27
C -2.00 -1.93 -1.26
C 2.87 -2.69 -1.86
C 8.13 0.05 -3.18
C -2.60 -2.95 4.60
C -5.67 -1.23 -2.72
C 1.20 3.87 1.01
C -3.50 -1.95 -0.98
C 1.68 2.66 1.78
H 0.87 4.68 1.66
H 9.30 1.35 -1.88
H 2.11 -2.13 -2.40
H -3.67 -2.61 -0.12
H 4.78 -1.70 -2.19
H -5.88 -1.35 -3.79
H -2.77 -3.43 5.56
H 4.19 -2.65 -3.57
H -3.22 1.61 2.97
H 2.29 2.95 2.64
H 8.03 0.42 -1.05
H -1.58 -2.58 4.55
H 0.38 3.61 0.33
H -2.14 -0.19 -3.26
H -1.64 -2.97 -1.26
H -4.55 2.88 4.98
H -3.90 -0.98 -0.69
H 0.14 0.72 -1.09
H -5.56 0.88 -3.26
H 2.88 -2.38 -0.82
H -2.70 1.77 -1.42
H -4.11 0.27 -2.49
H -2.53 -3.50 2.50
H -2.52 1.56 4.61
H 8.46 -0.97 -3.01
H -2.64 -4.89 3.61
H 8.64 0.46 -4.06
H -4.35 3.74 3.43
H -1.96 -2.33 -3.79
H 0.87 2.02 2.11
H -5.52 0.59 -1.50
H -0.51 1.79 0.15
H -6.60 -1.40 -2.19
H -1.37 1.71 -2.64
```

Calculated values
F_max	1.06	eV Å⁻¹
SMILES	CCSC[C@H](OC(=O)CCF)[PH2]=O.O=S1(=O)OCCO1.O=S1(=O)OCCO1.O=S1(=O)OCCO1.O=S1(=O)OCCO1.O=S1(=O)OCCO1
total energy	-5228.894372	a.u.
charge	0
orbital gap	9.5	eV
LUMO	0.0	eV



Density functional theory data (ωB97M-V/def2-TZVPD) for a cluster of 2 separate species, C17H34NO5S in total.

Structure (XYZ):
```
58
Properties=species:S:1:pos:R:3
S 5.59 -1.66 0.01
O 0.15 -1.24 1.18
O 5.25 -1.25 -1.33
O 6.07 -0.71 0.99
O 1.02 -2.77 -0.18
O -3.07 -0.60 0.63
N -0.13 -0.61 -2.12
C -3.99 1.41 -1.20
C 5.99 -4.24 0.51
C -4.99 0.33 -0.67
C -1.26 3.91 -0.44
C -2.17 3.95 0.83
C -4.16 2.82 -0.49
C 4.49 -4.02 0.28
C -0.05 1.64 0.02
C 0.92 -0.54 -1.08
C 6.73 -3.04 -0.09
C 0.11 3.19 -0.20
C 0.66 -1.57 0.10
C -3.33 2.90 0.84
C -4.29 -0.91 -0.02
C 4.22 -2.58 0.70
C 1.20 0.90 -0.59
C -3.07 -1.03 2.00
H -0.05 1.47 1.11
H -3.83 3.59 -1.22
H -2.91 -2.14 2.03
H -2.57 4.97 1.00
H 1.85 -0.90 -1.57
H -1.05 -0.73 -1.69
H -4.12 1.53 -2.31
H 6.20 -4.30 1.58
H -2.94 1.11 -1.05
H -5.57 -0.04 -1.54
H -0.94 1.22 -0.49
H 3.89 -4.72 0.86
H 0.58 3.63 0.72
H 0.76 3.40 -1.08
H 6.33 -5.17 0.05
H 4.25 -4.15 -0.77
H -4.00 -0.74 2.54
H -3.00 1.90 1.20
H 3.28 -2.19 0.31
H 0.03 -1.50 -2.60
H 4.26 -2.46 1.78
H 2.02 0.92 0.18
H -4.15 -1.68 -0.82
H -5.25 2.95 -0.30
H -5.70 0.79 0.06
H -1.74 3.48 -1.35
H -2.18 -0.56 2.47
H 7.63 -2.80 0.47
H -4.06 3.25 1.63
H 1.62 1.47 -1.46
H -1.01 4.97 -0.70
H -1.49 3.73 1.70
H 6.98 -3.20 -1.14
H -4.99 -1.37 0.72
```

Calculated values
F_max	2.04	eV Å⁻¹
total energy	-1497.302039	a.u.
charge	-1
orbital gap	7.1	eV
LUMO	2.8	eV



Density functional theory data (ωB97M-V/def2-TZVPD) for a structure of composition C17H34O2P2Pd.

Structure (XYZ):
```
56
Properties=species:S:1:pos:R:3
Pd -0.02 -2.75 1.37
P 0.12 -1.59 -1.17
P -2.01 0.04 1.14
O 1.92 -1.54 2.17
O 2.51 -2.88 0.46
C -2.52 -1.42 2.04
C -0.37 3.38 -1.96
C -0.18 2.30 1.22
C 1.49 1.62 -1.90
C -3.26 1.42 1.34
C -1.79 -1.50 -1.18
C 2.79 -2.06 1.38
C 0.19 -2.02 3.19
C -2.32 -0.18 -0.70
C 4.27 -1.72 1.50
C 0.48 2.25 -2.50
C 1.00 -3.13 -1.62
C -0.54 3.40 0.59
C 0.20 3.92 -0.56
C 0.56 1.17 0.62
C 1.71 1.34 -0.38
C 0.05 -1.05 -3.05
H 2.06 -2.82 -1.49
H 4.67 -1.33 0.55
H 4.81 -2.67 1.69
H -3.38 1.76 2.37
H 0.17 -0.91 3.05
H -1.79 0.66 -1.18
H -0.76 -2.31 3.65
H 1.29 3.64 -0.57
H 2.45 1.96 0.16
H -0.37 4.20 -2.73
H 0.97 -2.53 3.76
H 2.14 0.32 -0.57
H -3.55 -1.73 1.87
H 0.27 1.87 -3.52
H -1.80 -2.23 1.74
H -1.45 3.06 -1.91
H 4.49 -0.97 2.27
H 0.99 0.63 1.48
H -3.00 2.32 0.77
H -1.48 3.87 0.82
H -3.40 -0.04 -0.88
H 0.79 -3.90 -0.86
H -2.36 -1.02 3.06
H 1.05 -0.89 -3.49
H -0.46 -1.77 -3.69
H 0.89 -3.54 -2.63
H -2.11 -1.67 -2.20
H -4.25 1.09 0.98
H -2.07 -2.33 -0.54
H -0.12 0.42 0.16
H 0.06 5.02 -0.61
H -0.49 -0.10 -3.17
H -0.68 2.00 2.13
H 2.12 0.93 -2.49
```

Calculated values
multiplicity	3
F_max	4.37	eV Å⁻¹
total energy	-1628.866222	a.u.
⟨S²⟩	2.0147
charge	0
orbital gap (spin up / spin down)	7.3 / 5.4	eV
LUMO (spin up / spin down)	-0.1 / -2.3	eV



Density functional theory data (ωB97M-V/def2-TZVPD) for a structure of composition C17H34O2P2Pt.

Structure (XYZ):
```
56
Properties=species:S:1:pos:R:3
Pt 2.59 -0.67 2.56
P 0.21 -2.06 -1.45
P 0.52 1.68 -1.23
O 1.17 0.13 4.06
O 2.21 1.35 2.50
C -0.70 -3.40 -2.28
C -2.34 -1.64 -0.18
C -0.32 2.95 -2.28
C 1.46 1.30 3.60
C -3.08 -0.68 0.61
C -0.04 -0.69 0.77
C 0.77 0.43 -2.53
C 1.06 2.59 4.31
C 2.18 -2.51 2.67
C -3.38 0.62 -0.26
C -0.94 -1.81 -0.02
C 1.95 -2.44 -1.64
C 2.02 2.52 -0.80
C -2.29 1.48 -0.72
C -1.02 1.68 -0.07
C -0.54 0.74 1.11
C -0.26 -0.68 -2.58
H 1.93 3.03 0.17
H -3.92 0.22 -1.14
H 0.37 -1.19 1.69
H -2.54 -0.42 1.54
H 2.30 -3.19 1.80
H -0.77 -2.75 0.53
H 2.85 1.81 -0.74
H 0.39 1.23 1.45
H -1.14 2.50 -2.85
H -0.74 3.76 -1.67
H 1.98 3.07 4.72
H 2.61 -1.58 -1.51
H -4.05 -1.14 0.90
H 1.79 0.05 -2.40
H 0.41 3.37 -2.98
H -1.19 0.77 2.02
H -2.86 -2.40 -0.79
H 2.24 3.26 -1.58
H -2.61 2.35 -1.32
H -0.34 -3.53 -3.31
H -0.91 2.72 0.31
H 0.74 0.95 -3.49
H 1.15 -2.59 3.04
H -4.06 1.27 0.34
H 2.25 -3.19 -0.90
H 0.52 3.36 3.67
H -0.37 -1.11 -3.59
H 2.88 -2.72 3.48
H -0.57 -4.33 -1.72
H 0.93 -0.53 0.25
H 0.42 2.39 5.20
H -1.27 -0.34 -2.30
H 2.16 -2.85 -2.64
H -1.77 -3.15 -2.33
```

Calculated values
multiplicity	3
F_max	4.94	eV Å⁻¹
total energy	-1620.285623	a.u.
⟨S²⟩	2.0088
charge	0
orbital gap (spin up / spin down)	5.4 / 5.1	eV
LUMO (spin up / spin down)	-0.1 / -0.5	eV



- Look up the F_max of the second one.
  2.04 eV Å⁻¹



- Which value of F_max does entry 3 give?
  4.37 eV Å⁻¹